13
Properties=species:S:1:pos:R:3:lowdin_charge:R:1 method="wB97M-V/def2-TZVPD" orbital_gap_ev=9.16 largest_force_ev_per_a=5.2 molar_mass_g_mol=121.23 homo_energy_ev=-8.526 lumo_energy_ev=0.63 relative_energy_kj_mol=272.9
C 2.959 0.166 -0.104 -0.531
C 0.145 0.016 0.160 -0.809
C -3.490 -0.164 -0.096 -0.194
H 3.937 -0.361 -0.142 0.040
H 3.143 0.939 -0.999 0.087
H 2.850 0.892 0.679 0.017
H 0.336 0.890 -0.531 0.069
H 0.045 0.282 1.243 0.044
H -4.389 0.483 0.159 0.076
H -3.710 -1.357 0.044 0.089
N -2.250 0.236 -0.247 -0.412
S 1.676 -0.990 -0.089 0.724
S -1.253 -1.030 -0.076 0.799